A molecular structure, C52H97In2N5O12 in a non-equilibrium geometry, computed with ωB97M-V/def2-TZVPD.

Each line ends with the Löwdin charge.
CARTESIAN COORDINATES (ANGSTROEM)
1 In 4.496 7.543 0.974  1.103
2 In 1.361 7.604 -3.072  1.146
3 C 4.294 9.214 -2.001  -0.903
4 O 3.300 9.151 -1.242  -0.039
5 O 4.091 8.654 -3.113  0.025
6 O 5.346 9.337 -1.321  0.043
7 C -0.034 8.623 -0.105  0.115
8 C 0.144 7.944 1.113  -0.293
9 C -0.814 6.947 1.565  -0.278
10 O -0.561 5.992 2.409  0.143
11 C -2.035 6.797 0.937  0.244
12 C -2.459 7.712 -0.157  -0.224
13 C -1.209 8.457 -0.868  -0.283
14 O -1.160 8.651 -2.106  -0.020
15 O -3.559 7.743 -0.687  0.180
16 O 1.242 8.184 1.761  0.011
17 H 0.810 9.235 -0.387  0.117
18 H -2.792 6.089 1.240  0.164
19 C 3.288 11.082 1.390  -0.053
20 C 4.119 11.464 2.606  -0.457
21 C 3.198 11.457 3.886  -0.114
22 C 3.972 11.552 5.225  -0.157
23 C 5.067 10.466 5.258  -0.109
24 C 6.063 10.603 4.060  -0.508
25 N 5.256 10.497 2.869  -0.078
26 O 6.027 10.263 1.686  -0.089
27 C 6.967 11.888 4.081  -0.004
28 C 7.069 9.485 4.253  -0.053
29 C 4.507 12.919 2.318  -0.029
30 H 2.379 11.642 1.172  0.107
31 H 2.995 10.048 1.568  0.026
32 H 3.893 10.860 0.510  0.052
33 H 2.439 12.238 3.939  0.121
34 H 2.557 10.576 3.850  0.114
35 H 3.175 11.375 5.947  0.112
36 H 4.332 12.538 5.519  0.109
37 H 4.857 9.398 5.210  0.120
38 H 5.555 10.682 6.209  0.124
39 H 6.973 12.404 3.121  0.059
40 H 6.462 12.608 4.726  0.075
41 H 8.002 11.817 4.414  0.089
42 H 7.824 9.551 3.469  0.079
43 H 7.618 9.590 5.189  0.098
44 H 6.718 8.454 4.282  0.084
45 H 3.688 13.526 1.930  0.097
46 H 5.227 12.918 1.500  0.050
47 H 4.883 13.379 3.232  0.081
48 H 6.484 11.107 1.646  0.064
49 C 1.613 10.872 -7.311  -0.016
50 C 2.344 10.391 -6.019  -0.465
51 C 3.728 11.093 -5.975  -0.126
52 C 3.663 12.504 -5.337  -0.167
53 C 2.845 12.438 -4.062  -0.089
54 C 1.392 11.694 -4.197  -0.437
55 N 1.572 10.439 -4.841  -0.122
56 O 0.328 9.727 -5.003  -0.060
57 C 0.860 11.366 -2.774  -0.041
58 C 0.356 12.783 -4.792  -0.001
59 C 2.756 8.869 -6.239  -0.030
60 H 0.597 10.486 -7.392  0.083
61 H 2.071 10.594 -8.261  0.091
62 H 1.580 11.947 -7.490  0.077
63 H 4.472 10.423 -5.544  0.085
64 H 4.155 11.258 -6.964  0.126
65 H 3.377 13.197 -6.128  0.116
66 H 4.692 12.808 -5.147  0.084
67 H 2.713 13.450 -3.678  0.115
68 H 3.322 11.889 -3.251  0.099
69 H -0.209 11.153 -2.757  0.078
70 H 1.453 10.564 -2.335  0.039
71 H 0.904 12.206 -2.080  0.091
72 H 0.314 13.726 -4.248  0.085
73 H 0.657 13.001 -5.817  0.063
74 H -0.675 12.432 -4.752  0.078
75 H 2.021 8.125 -5.930  0.039
76 H 3.606 8.468 -5.687  0.044
77 H 2.921 8.672 -7.298  0.092
78 H -0.063 10.286 -5.678  0.080
79 C 7.261 3.517 -2.110  -0.008
80 C 6.820 4.084 -0.748  -0.483
81 C 7.737 3.457 0.347  -0.134
82 C 9.095 4.044 0.449  -0.199
83 C 9.067 5.529 0.599  -0.135
84 C 8.178 6.293 -0.444  -0.428
85 N 6.861 5.570 -0.574  -0.133
86 O 5.997 6.185 -1.437  -0.092
87 C 7.885 7.714 0.154  -0.058
88 C 8.847 6.538 -1.833  -0.009
89 C 5.447 3.530 -0.448  -0.046
90 H 8.346 3.426 -2.161  0.083
91 H 6.962 4.247 -2.862  0.063
92 H 6.815 2.559 -2.375  0.095
93 H 7.230 3.568 1.306  0.128
94 H 7.825 2.399 0.100  0.131
95 H 9.743 3.907 -0.416  0.115
96 H 9.622 3.748 1.356  0.128
97 H 10.072 5.949 0.571  0.131
98 H 8.654 5.743 1.584  0.118
99 H 8.853 8.180 0.340  0.096
100 H 7.240 8.332 -0.471  0.039
101 H 7.496 7.576 1.163  0.047
102 H 8.172 6.803 -2.647  0.077
103 H 9.654 7.256 -1.687  0.088
104 H 9.374 5.656 -2.197  0.077
105 H 4.985 3.938 0.451  0.076
106 H 5.437 2.453 -0.283  0.102
107 H 4.708 3.846 -1.184  0.071
108 H 6.464 5.888 -2.221  0.062
109 C 1.260 2.323 -5.958  -0.022
110 C 1.590 3.204 -4.662  -0.427
111 C 2.390 2.244 -3.735  -0.126
112 C 3.893 2.045 -4.197  -0.147
113 C 4.604 3.386 -4.565  -0.146
114 C 3.816 4.387 -5.414  -0.424
115 N 2.410 4.472 -4.879  -0.119
116 O 1.621 5.424 -5.449  -0.103
117 C 4.600 5.809 -5.340  -0.018
118 C 3.925 3.963 -6.929  -0.016
119 C 0.235 3.594 -3.939  -0.020
120 H 0.499 1.573 -5.742  0.088
121 H 0.966 2.904 -6.832  0.078
122 H 2.050 1.627 -6.240  0.067
123 H 2.414 2.609 -2.709  0.108
124 H 1.923 1.261 -3.793  0.117
125 H 4.371 1.427 -3.437  0.102
126 H 3.909 1.377 -5.058  0.093
127 H 5.557 3.102 -5.012  0.125
128 H 4.792 3.883 -3.614  0.082
129 H 5.676 5.788 -5.515  0.079
130 H 4.620 6.302 -4.368  0.055
131 H 4.305 6.429 -6.186  0.063
132 H 3.802 2.881 -6.959  0.069
133 H 4.875 4.235 -7.390  0.088
134 H 3.101 4.470 -7.432  0.077
135 H -0.223 2.825 -3.316  0.091
136 H 0.422 4.452 -3.293  0.041
137 H -0.407 3.908 -4.762  0.078
138 H 1.165 4.959 -6.154  0.091
139 C 8.899 12.936 -0.344  0.002
140 C 7.962 12.978 -1.627  -0.393
141 C 8.282 14.253 -2.446  -0.115
142 C 8.079 14.212 -3.948  -0.169
143 C 8.742 12.971 -4.495  -0.143
144 C 8.289 11.665 -3.829  -0.446
145 N 8.189 11.735 -2.351  0.056
146 O 7.989 10.503 -1.646  0.063
147 C 6.959 11.059 -4.429  0.022
148 C 9.388 10.742 -4.201  -0.047
149 C 6.539 12.905 -0.983  0.001
150 H 8.925 11.935 0.088  0.077
151 H 9.937 13.056 -0.656  0.090
152 H 8.677 13.619 0.476  0.097
153 H 7.652 15.099 -2.171  0.129
154 H 9.232 14.736 -2.216  0.127
155 H 7.020 13.973 -4.040  0.104
156 H 8.155 15.133 -4.526  0.135
157 H 9.823 13.086 -4.418  0.129
158 H 8.572 13.084 -5.565  0.136
159 H 6.866 11.403 -5.459  0.105
160 H 6.130 11.255 -3.750  0.072
161 H 6.954 9.972 -4.344  0.086
162 H 10.341 10.994 -3.735  0.102
163 H 9.689 10.728 -5.249  0.113
164 H 9.178 9.729 -3.859  0.085
165 H 6.229 11.965 -0.526  0.064
166 H 6.445 13.535 -0.098  0.075
167 H 5.840 13.403 -1.655  0.095
168 H 7.054 10.299 -1.575  0.054

Results
HOMO ... -12.33 eV
Charge ... +2
Total energy ... -3595.26843 hartree
Spin multiplicity ... 1
Kohn-Sham gap ... 2.536 eV



7 unconnected molecules or ions with the total composition C53H101ClN10O9SSi in a non-equilibrium geometry, computed with ωB97M-V/def2-TZVPD.

Each line ends with the Löwdin charge.
CARTESIAN COORDINATES (ANGSTROEM)
1 H 0.328 -7.548 1.396  0.055
2 N 0.456 -6.527 1.300  0.142
3 C -0.103 -6.019 2.345  -0.371
4 C -0.848 -6.851 3.482  -0.046
5 C -0.100 -4.432 2.513  -0.093
6 C 1.362 -3.853 2.359  -0.056
7 C 2.410 -4.123 3.434  -0.107
8 C 2.108 -4.970 4.739  -0.148
9 C 1.914 -3.961 5.990  -0.180
10 C 0.488 -3.237 5.975  -0.193
11 C -0.080 -2.914 7.433  -0.206
12 N -1.208 -1.912 7.397  -0.021
13 C -2.509 -2.571 7.331  -0.479
14 N -2.834 -3.687 6.387  0.053
15 N -3.482 -2.189 8.093  0.125
16 H -4.312 -2.764 7.859  0.052
17 C 3.811 -3.566 3.268  -0.487
18 Cl 5.134 -3.889 4.480  0.599
19 C 4.208 -2.708 2.091  -0.014
20 C 3.186 -2.416 1.046  -0.037
21 C 1.786 -3.003 1.207  0.005
22 C 0.756 -2.652 0.045  -0.264
23 O 0.006 -3.464 -0.471  0.087
24 C 0.820 -1.134 -0.433  0.008
25 C 2.222 -0.549 -0.593  -0.034
26 C 2.376 0.859 -1.083  -0.006
27 C 1.114 1.634 -1.353  -0.461
28 S 1.199 3.381 -1.967  0.753
29 C -0.283 1.068 -1.152  -0.131
30 C -1.493 2.003 -1.429  -0.101
31 C -2.335 2.865 -1.196  0.110
32 C -0.436 -0.372 -0.696  -0.068
33 C -1.904 -0.918 -0.503  -0.089
34 C -2.661 -0.234 0.751  -0.253
35 O -3.860 0.388 0.243  -0.265
36 Si -4.836 0.961 1.542  0.431
37 C -5.293 -0.352 2.846  -0.186
38 C -6.436 1.657 0.782  -0.187
39 C -3.895 2.407 2.367  -0.184
40 C 3.447 -1.491 -0.220  -0.264
41 O 4.507 -1.486 -0.827  0.090
42 H -1.435 -7.723 3.074  0.084
43 H -0.136 -7.212 4.288  0.066
44 H -1.559 -6.117 3.996  0.073
45 H -0.818 -4.036 1.722  0.117
46 H -0.576 -4.143 3.510  0.084
47 H 1.132 -5.534 4.641  0.080
48 H 2.951 -5.665 5.021  0.097
49 H 1.982 -4.587 6.928  0.115
50 H 2.694 -3.137 5.947  0.102
51 H 0.570 -2.263 5.406  0.120
52 H -0.239 -3.978 5.513  0.072
53 H 0.713 -2.533 8.152  0.122
54 H -0.553 -3.857 7.874  0.119
55 H -1.086 -1.260 6.616  0.105
56 H -2.515 -3.434 5.447  0.058
57 H -2.379 -4.535 6.741  0.064
58 H 5.249 -2.275 1.997  0.116
59 H 3.397 1.314 -1.243  0.117
60 H 1.808 4.084 -0.951  -0.111
61 H -3.156 3.594 -0.954  0.070
62 H -2.514 -0.812 -1.462  0.140
63 H -1.925 -2.035 -0.275  0.105
64 H -2.981 -1.069 1.469  0.105
65 H -1.986 0.449 1.349  0.117
66 H -5.850 -1.198 2.345  0.046
67 H -4.336 -0.729 3.325  0.030
68 H -5.944 0.130 3.642  0.050
69 H -6.926 2.305 1.588  0.046
70 H -7.157 0.822 0.514  0.042
71 H -6.260 2.321 -0.116  0.038
72 H -2.861 2.113 2.726  0.035
73 H -4.531 2.735 3.260  0.046
74 H -3.841 3.288 1.644  0.036
75 C -1.088 8.094 -5.978  -0.115
76 O -0.117 7.488 -5.143  -0.188
77 C -0.340 7.672 -3.751  -0.200
78 C -1.393 6.726 -3.140  -0.423
79 C -2.831 7.108 -3.483  -0.072
80 N -1.163 5.332 -3.539  0.043
81 H -1.457 9.038 -5.565  0.089
82 H -1.915 7.403 -6.152  0.071
83 H -0.623 8.297 -6.944  0.089
84 H 0.621 7.459 -3.270  0.120
85 H -0.568 8.724 -3.532  0.119
86 H -1.294 6.789 -2.051  0.135
87 H -3.114 6.820 -4.497  0.062
88 H -3.525 6.601 -2.807  0.073
89 H -2.989 8.184 -3.375  0.069
90 H -0.241 5.046 -3.212  -0.019
91 H -1.072 5.320 -4.556  0.075
92 C 1.385 -9.377 6.391  -0.107
93 O 2.283 -8.677 5.545  -0.211
94 C 3.611 -9.186 5.544  -0.198
95 C 3.818 -10.430 4.660  -0.423
96 C 3.263 -11.715 5.269  -0.069
97 N 3.235 -10.246 3.324  0.050
98 H 1.872 -9.739 7.300  0.093
99 H 0.924 -10.204 5.848  0.075
100 H 0.586 -8.689 6.677  0.083
101 H 4.232 -8.380 5.138  0.121
102 H 3.960 -9.358 6.570  0.122
103 H 4.898 -10.570 4.544  0.136
104 H 2.179 -11.790 5.177  0.064
105 H 3.684 -12.584 4.758  0.079
106 H 3.524 -11.793 6.327  0.079
107 H 3.688 -9.450 2.879  0.056
108 H 2.273 -9.932 3.455  0.072
109 C -4.838 11.322 -2.288  -0.103
110 O -5.138 9.994 -2.684  -0.207
111 C -6.297 9.444 -2.069  -0.202
112 C -7.629 9.889 -2.705  -0.428
113 C -8.036 11.314 -2.338  -0.074
114 N -7.598 9.764 -4.167  0.045
115 H -5.088 11.507 -1.240  0.091
116 H -5.355 12.033 -2.936  0.076
117 H -3.766 11.479 -2.423  0.087
118 H -6.210 8.360 -2.199  0.118
119 H -6.286 9.628 -0.988  0.119
120 H -8.411 9.224 -2.323  0.135
121 H -7.480 12.067 -2.898  0.064
122 H -9.094 11.471 -2.564  0.077
123 H -7.892 11.503 -1.272  0.077
124 H -7.433 8.789 -4.407  0.072
125 H -6.753 10.238 -4.493  0.061
126 C 7.631 -0.864 -1.922  -0.111
127 O 9.045 -0.750 -1.971  -0.192
128 C 9.532 0.584 -1.922  -0.209
129 C 9.575 1.198 -0.509  -0.432
130 C 8.206 1.614 0.021  -0.076
131 N 10.202 0.287 0.457  0.035
132 H 7.133 -0.041 -2.441  0.092
133 H 7.296 -0.921 -0.885  0.063
134 H 7.351 -1.800 -2.407  0.090
135 H 10.559 0.534 -2.297  0.120
136 H 8.977 1.223 -2.621  0.118
137 H 10.187 2.105 -0.568  0.133
138 H 7.615 0.767 0.373  0.062
139 H 8.323 2.291 0.871  0.075
140 H 7.630 2.139 -0.745  0.077
141 H 11.156 0.097 0.156  0.071
142 H 9.737 -0.617 0.366  0.070
143 C 6.868 -8.664 -1.069  -0.107
144 O 6.148 -8.764 0.148  -0.191
145 C 4.844 -9.318 0.020  -0.200
146 C 4.812 -10.858 -0.075  -0.428
147 C 5.241 -11.396 -1.437  -0.076
148 N 5.640 -11.481 0.966  0.044
149 H 6.216 -8.433 -1.916  0.091
150 H 7.423 -9.585 -1.254  0.073
151 H 7.597 -7.858 -0.963  0.087
152 H 4.312 -9.028 0.931  0.097
153 H 4.306 -8.851 -0.814  0.122
154 H 3.775 -11.172 0.082  0.134
155 H 6.323 -11.379 -1.576  0.063
156 H 4.927 -12.438 -1.545  0.076
157 H 4.782 -10.826 -2.249  0.077
158 H 5.279 -11.203 1.877  0.044
159 H 6.558 -11.038 0.925  0.070
160 C -4.726 9.180 -6.919  -0.104
161 O -5.312 10.471 -6.918  -0.199
162 C -5.431 11.066 -8.204  -0.203
163 C -6.634 10.568 -9.029  -0.430
164 C -6.435 9.177 -9.625  -0.075
165 N -7.873 10.575 -8.240  0.042
166 H -3.950 9.080 -7.684  0.091
167 H -5.497 8.420 -7.053  0.077
168 H -4.271 9.014 -5.940  0.076
169 H -5.572 12.136 -8.019  0.121
170 H -4.492 10.970 -8.762  0.119
171 H -6.761 11.262 -9.868  0.134
172 H -6.570 8.382 -8.891  0.063
173 H -7.166 9.001 -10.418  0.076
174 H -5.439 9.075 -10.063  0.077
175 H -8.060 11.528 -7.935  0.072
176 H -7.681 10.078 -7.369  0.060

Results
HOMO ... -8.85 eV
Total energy ... -4452.27047 hartree
Spin multiplicity ... 1
Kohn-Sham gap ... 7.715 eV